*a*
Entry from OMol25: 2 unconnected molecules or ions with the total composition C4H11NS (ωB97M-V/def2-TZVPD).

```
17
Properties=species:S:1:pos:R:3:nbo_charge:R:1
C -0.0580 -2.8364 -0.0989 -0.63
C -0.1404 -1.4043 0.3309 -0.29
C 0.9720 -0.6853 0.6712 -0.01
N 1.0066 0.6055 1.1788 -0.84
H 0.9900 -3.1845 -0.3339 0.21
H -0.5232 -3.4919 0.6821 0.21
H -0.7401 -3.0798 -0.9502 0.21
H -1.1372 -1.0415 0.6062 0.20
H 1.9514 -1.1829 0.6299 0.18
H 1.5124 0.5829 2.0794 0.37
H 0.0503 1.0210 1.2797 0.38
C -0.3139 2.3689 -1.4024 -0.72
S -1.7573 1.9289 -0.3280 -0.07
H 0.1447 3.3138 -1.0731 0.23
H 0.4146 1.5684 -1.3078 0.24
H -0.6508 2.5209 -2.4375 0.22
H -1.7210 2.9962 0.4735 0.12
```

Computed properties:
Net charge: 0
Spin multiplicity: 1
LUMO, eV: 0.86
Molecular weight, g mol⁻¹: 105.21
HOMO, eV: -7.9

---

*b*
Entry from OMol25: a single C4H11NS molecule (ωB97M-V/def2-TZVPD).

```
17
Properties=species:S:1:pos:R:3:nbo_charge:R:1
C 1.4578 -1.2988 2.0973 -0.60
C 1.0683 -0.5604 0.7786 -0.54
S -0.7065 -0.4169 0.6903 0.17
C -1.0299 -0.1688 -1.0724 -0.34
N -0.1038 0.6897 -1.7559 -0.63
C -0.1235 2.0758 -1.3067 -0.42
H 2.4976 -1.5813 2.0134 0.21
H 0.8758 -2.2204 2.1185 0.21
H 1.1924 -0.7266 2.9792 0.21
H 1.4738 -1.2463 0.0379 0.22
H 1.4454 0.4559 0.7606 0.21
H -2.0618 0.2252 -1.1127 0.18
H -1.0460 -1.1606 -1.5244 0.20
H -0.3282 0.6771 -2.7452 0.36
H 0.3113 2.2168 -0.3231 0.20
H -1.1684 2.4355 -1.2288 0.16
H 0.3232 2.7067 -2.0712 0.20
```

Computed properties:
Net charge: 0
Spin multiplicity: 1
LUMO, eV: 1.01
Molecular weight, g mol⁻¹: 105.21
HOMO, eV: -8.4

---

*c*
Entry from OMol25: a single C4H11NS molecule (ωB97M-V/def2-TZVPD).

```
17
Properties=species:S:1:pos:R:3:nbo_charge:R:1
C -2.7912 -0.3716 -0.6213 -0.62
C -1.3741 0.3820 -0.9352 -0.19
N -0.1379 -0.3386 -0.5279 -0.66
C 1.0750 0.4002 -0.0047 -0.26
C 1.7798 -0.1755 1.1290 -0.47
S 3.4664 0.8082 1.4059 -0.12
H -2.6283 -1.3564 -0.8927 0.20
H -2.9345 -0.3481 0.4513 0.21
H -3.6013 0.0487 -1.3582 0.22
H -1.3654 1.2715 -0.3917 0.17
H -1.3362 0.6535 -1.9722 0.17
H -0.3188 -1.2400 -0.1897 0.37
H 0.9838 1.5394 0.0407 0.21
H 1.6943 0.3755 -0.9648 0.20
H 1.1954 -0.1289 2.0490 0.21
H 1.9467 -1.2519 1.2934 0.23
H 4.3464 -0.2680 1.4890 0.14
```

Computed properties:
Net charge: 0
Spin multiplicity: 1
LUMO, eV: 0.94
Molecular weight, g mol⁻¹: 105.21
HOMO, eV: -8.3

---

*d*
Entry from OMol25: 2 unconnected molecules or ions with the total composition C4H11NS (ωB97M-V/def2-TZVPD).

```
17
Properties=species:S:1:pos:R:3:nbo_charge:R:1
C 0.0654 -3.0578 0.1280 -0.06
N 1.1355 -3.6727 -0.0867 -0.39
C 2.1742 -3.0351 -0.8671 -0.45
H -0.6354 -3.4530 0.8606 0.17
H -0.1609 -2.0832 -0.3251 0.14
H 3.1286 -3.4938 -0.6381 0.20
H 2.2179 -1.9643 -0.6428 0.18
H 2.0600 -3.1514 -1.9519 0.20
C -2.1529 2.4510 0.8572 -0.74
S -0.8460 1.8156 -0.2329 0.17
C 0.6291 2.6240 0.3941 -0.75
H -2.3130 1.7420 1.6628 0.22
H -3.0491 2.5325 0.2497 0.23
H -1.9423 3.4762 1.1655 0.22
H 0.5316 2.9806 1.4186 0.22
H 1.4335 1.8902 0.3959 0.23
H 0.9177 3.4891 -0.2003 0.21
```

Computed properties:
Net charge: 0
Spin multiplicity: 1
LUMO, eV: 0.92
Molecular weight, g mol⁻¹: 105.21
HOMO, eV: -8.6

---

Energetically preferred structure: *b* | next structure: +9.0 kcal/mol

---

*a*
Entry from OMol25: 2 unconnected molecules or ions with the total composition C4H11NS (ωB97M-V/def2-TZVPD).

```
17
Properties=species:S:1:pos:R:3:nbo_charge:R:1
C -0.9840 -0.8778 0.5101 -0.30
N -1.7240 -1.3148 -0.5236 -0.14
C -0.9687 -1.7991 -1.6302 -0.49
C 1.0732 3.2963 0.3750 -0.79
S 1.2135 1.5273 0.4159 -0.18
C 0.3890 -1.3806 0.8503 -0.66
H -1.5400 -0.9621 1.4492 0.24
H -0.7723 0.2992 0.3918 0.29
H -0.3108 -2.6112 -1.3657 0.22
H -1.6558 -2.0419 -2.4288 0.21
H -0.3204 -0.9769 -1.9759 0.24
H 0.5418 3.7454 1.2240 0.21
H 2.0864 3.7214 0.3335 0.23
H 0.6223 3.7285 -0.5292 0.21
H 1.0895 -1.3935 0.0098 0.22
H 0.4818 -2.3320 1.3820 0.22
H 0.7785 -0.6281 1.5118 0.25
```

Computed properties:
Net charge: 0
Spin multiplicity: 1
LUMO, eV: -2.56
Molecular weight, g mol⁻¹: 105.21
HOMO, eV: -7.9

---

*b*
Entry from OMol25: 2 unconnected molecules or ions with the total composition C4H11NS (ωB97M-V/def2-TZVPD).

```
17
Properties=species:S:1:pos:R:3:nbo_charge:R:1
C 2.3918 -2.5875 3.2984 -0.03
N 2.2389 -2.0198 2.1793 -0.42
C 0.9222 -1.9545 1.5421 -0.44
H 3.2042 -3.3137 3.4132 0.17
H 1.6853 -2.4052 4.1522 0.12
H 0.3518 -2.8244 1.8741 0.19
H 0.4774 -0.9919 1.8724 0.20
H 1.1205 -1.9707 0.4808 0.21
C -1.7806 0.6590 -1.8615 -0.73
S -0.2641 1.7114 -2.0237 0.15
C -0.9596 3.3461 -2.2400 -0.75
H -1.8338 0.0704 -0.9342 0.23
H -2.5563 1.3672 -2.1878 0.22
H -1.6606 -0.0824 -2.6541 0.22
H -1.8613 3.4721 -1.6228 0.22
H -1.1942 3.3989 -3.3131 0.21
H -0.2815 4.1250 -1.9751 0.23
```

Computed properties:
Net charge: 0
Spin multiplicity: 1
LUMO, eV: 0.83
Molecular weight, g mol⁻¹: 105.21
HOMO, eV: -8.4

---

*c*
Entry from OMol25: a single C4H11NS molecule (ωB97M-V/def2-TZVPD).

```
17
Properties=species:S:1:pos:R:3:nbo_charge:R:1
C 0.1926 1.2578 2.6484 -0.61
C 0.5775 0.5073 1.3564 -0.51
S -0.7923 0.6161 0.0714 0.17
C -0.6369 -1.0606 -0.4960 -0.41
N 0.7828 -1.0710 -1.1515 -0.62
C 0.5752 -0.7371 -2.5720 -0.43
H -0.4077 0.6934 3.2879 0.20
H -0.4540 2.0917 2.3402 0.21
H 1.1487 1.4754 3.2162 0.21
H 0.3786 -0.5117 1.7295 0.20
H 1.6264 0.7804 1.2306 0.23
H -1.4905 -1.2614 -1.2463 0.22
H -0.7341 -1.4809 0.5553 0.23
H 1.1456 -2.0520 -1.1361 0.35
H 0.3291 -1.5571 -3.2681 0.17
H 1.4947 -0.3720 -2.9281 0.20
H -0.0904 0.0305 -2.4840 0.20
```

Computed properties:
Net charge: 0
Spin multiplicity: 1
LUMO, eV: 1.04
Molecular weight, g mol⁻¹: 105.21
HOMO, eV: -8.5

---

*d*
Entry from OMol25: 2 unconnected molecules or ions with the total composition C4H11NS (ωB97M-V/def2-TZVPD).

```
17
Properties=species:S:1:pos:R:3:nbo_charge:R:1
C 1.0728 -1.4509 0.1778 -0.61
C 0.3021 -0.1501 -0.1778 -0.05
C -1.2169 -0.2922 -0.0135 -0.41
C -1.9378 0.9783 -0.4241 -0.64
S 3.7728 0.5427 0.6277 -0.15
N 0.8244 1.1220 0.3298 -0.71
H 2.1312 -1.2886 -0.0069 0.22
H 0.8927 -1.5912 1.2484 0.20
H 0.7436 -2.3412 -0.3864 0.22
H 0.5376 -0.0826 -1.2742 0.18
H -1.4813 -0.3964 1.0499 0.20
H -1.5519 -1.1611 -0.5691 0.22
H -2.2496 0.8568 -1.4993 0.20
H -1.4580 1.9609 -0.5482 0.24
H -2.9280 1.1518 0.0094 0.21
H 0.7127 1.0944 1.3470 0.36
H 1.8336 1.0475 0.1096 0.33
```

Computed properties:
Net charge: 0
Spin multiplicity: 1
LUMO, eV: -3.45
Molecular weight, g mol⁻¹: 105.21
HOMO, eV: -9.7

---

Energetically preferred structure: *c* | next structure: +10.4 kcal/mol

---

*a*
Entry from OMol25: 2 unconnected molecules or ions with the total composition C4H8N2O2S (ωB97M-V/def2-TZVPD).

```
17
Properties=species:S:1:pos:R:3:nbo_charge:R:1
C 3.5634 -0.1340 -0.3220 0.39
C -2.7951 0.5013 -0.8219 0.57
C 0.5193 -1.3737 -0.3877 -0.83
C 0.9828 0.9445 0.6170 -0.85
N 4.1544 0.5266 -1.0882 -0.48
N 3.0270 -0.7891 0.6335 -0.91
O -2.3537 0.2501 0.7804 -0.86
O -4.0079 0.5160 -0.9467 -0.67
S 1.4946 -0.6949 0.9875 1.15
H 0.3562 -2.3988 -0.3032 0.23
H -0.5134 -0.8114 -0.4072 0.26
H 0.9328 -0.9198 -1.3230 0.25
H 0.0091 0.9198 0.2179 0.25
H 0.9194 1.5435 1.5096 0.24
H 1.6509 1.5013 -0.1328 0.27
H -3.1747 0.2183 1.3469 0.45
H -4.7652 0.2003 -0.3600 0.53
```

Computed properties:
Net charge: 0
Spin multiplicity: 1
LUMO, eV: -0.49
Molecular weight, g mol⁻¹: 148.19
HOMO, eV: -8.5

---

*b*
Entry from OMol25: a single C4H8N2O2S molecule (ωB97M-V/def2-TZVPD).

```
17
Properties=species:S:1:pos:R:3:nbo_charge:R:1
C 1.5054 1.0740 0.0393 0.05
C -0.8277 1.1907 -0.0838 -0.27
C -0.9349 -0.2978 -0.4115 -0.24
C 1.5001 -0.3987 0.1353 -0.27
N 0.5058 1.8001 -0.1972 -0.36
N 0.2137 -1.0146 0.0934 -0.66
O 0.8202 -0.4628 2.6482 -0.91
O 2.2245 -2.3533 1.7135 -0.94
S 2.2220 -0.9365 1.8786 1.49
H 2.5471 1.3582 0.0621 0.18
H -1.3558 1.8787 -0.6235 0.22
H -0.8839 1.4799 1.0714 0.20
H -1.8899 -0.7848 -0.0244 0.22
H -1.1215 -0.2488 -1.5881 0.17
H 2.3297 -0.9533 -0.5561 0.23
H 0.0869 -0.1969 2.1238 0.49
H 0.1612 -1.9642 -0.2758 0.40
```

Computed properties:
Net charge: 0
Spin multiplicity: 1
LUMO, eV: 0.53
Molecular weight, g mol⁻¹: 148.19
HOMO, eV: -9.0

---

Energetically preferred structure: *b* | next structure: +66.9 kcal/mol

---

*a*
Entry from OMol25: 6 unconnected molecules or ions with the total composition CH12O6 (ωB97M-V/def2-TZVPD).

```
19
Properties=species:S:1:pos:R:3:nbo_charge:R:1
C 1.7969 0.1961 -2.4816 0.28
O 2.3573 -0.8717 -2.5472 -0.54
H 2.0246 0.9820 -3.2197 0.11
H 1.0376 0.3873 -1.7014 0.15
O -2.0691 -0.4304 3.6612 -0.94
H -1.6327 0.4234 3.6719 0.47
H -2.2796 -0.6135 2.7442 0.47
O -1.5893 -0.1958 -1.4737 -0.94
H -1.4463 -0.2464 -0.5189 0.48
H -2.1689 -0.9497 -1.6105 0.47
O 0.5465 0.1803 0.8787 -0.98
H 0.7548 -0.7402 0.6474 0.50
H 1.3632 0.4837 1.2863 0.47
O 1.0068 -2.3733 -0.3320 -0.98
H 0.9091 -3.3001 -0.5682 0.48
H 1.2110 -1.9711 -1.1904 0.49
O -0.9486 3.2008 0.8666 -0.93
H -0.6743 2.6692 1.6167 0.47
H -0.1991 3.1696 0.2706 0.47
```

Computed properties:
Net charge: 0
Spin multiplicity: 1
LUMO, eV: 0.23
Molecular weight, g mol⁻¹: 120.10
HOMO, eV: -10.6

---

*b*
Entry from OMol25: 6 unconnected molecules or ions with the total composition CH12O6 (ωB97M-V/def2-TZVPD).

```
19
Properties=species:S:1:pos:R:3:nbo_charge:R:1
C 0.7372 -0.9937 2.8928 0.30
O 0.5359 0.1713 2.5344 -0.53
H 1.5353 -1.1600 3.7253 0.10
H 0.4071 -1.8777 2.4638 0.13
O -1.4317 0.0877 -1.6340 -0.96
H -0.6135 0.3516 -1.1389 0.49
H -0.9389 -0.4541 -2.2598 0.44
O 1.5417 -1.4485 -0.5261 -0.93
H 1.9248 -1.8543 -1.3107 0.47
H 0.6544 -1.4237 -1.0021 0.48
O 0.6051 0.9829 -0.3544 -0.98
H 1.3769 0.3633 -0.3130 0.50
H 0.7504 1.3102 0.5448 0.51
O -1.2713 -2.4849 -0.5822 -0.97
H -2.0719 -2.8629 -0.1826 0.47
H -1.5740 -1.6457 -0.8140 0.48
O -0.5835 3.7448 -1.1572 -0.93
H 0.1373 3.2171 -1.3289 0.47
H -1.1801 3.5714 -1.9860 0.47
```

Computed properties:
Net charge: 0
Spin multiplicity: 1
LUMO, eV: 0.32
Molecular weight, g mol⁻¹: 120.10
HOMO, eV: -10.4

---

Energetically preferred structure: *a* | next structure: +20.0 kcal/mol

---

*a*
Entry from OMol25: 2 unconnected molecules or ions with the total composition C3H4NO (ωB97M-V/def2-TZVPD).

```
9
Properties=species:S:1:pos:R:3:nbo_charge:R:1
C 0.5479 -1.7629 0.0230 0.34
C 1.3344 0.7657 0.0680 0.51
C -0.8237 0.1851 0.0167 0.00
N -0.4385 -1.0768 -0.0159 -0.42
O 1.8925 -0.2661 0.0088 -0.35
H 0.6431 -2.6845 -0.3617 0.19
H 1.4229 1.7669 0.0585 0.21
H -1.5362 0.5422 0.7581 0.26
H -0.9581 0.5123 -1.0675 0.25
```

Computed properties:
Net charge: +1
Spin multiplicity: 3
LUMO (alpha / beta), eV: -5.41 / -8.58
Molecular weight, g mol⁻¹: 70.07
HOMO (alpha / beta), eV: -11.9 / -17.6

---

*b*
Entry from OMol25: a gas-phase ion, C3H4NO (charge +1) (ωB97M-V/def2-TZVPD).

```
9
Properties=species:S:1:pos:R:3:nbo_charge:R:1
C 0.9990 0.9890 0.0364 -0.15
C -0.4828 -0.9312 0.0361 -0.01
C -1.5843 -0.1731 0.0943 0.69
N 0.7161 -0.2459 -0.1282 -0.49
O -2.5273 0.4598 -0.0984 -0.21
H 0.3039 1.6044 0.5529 0.20
H 1.8928 1.2641 -0.3214 0.22
H -0.6055 -2.0155 0.3754 0.32
H 1.2882 -0.9516 -0.5471 0.44
```

Computed properties:
Net charge: +1
Spin multiplicity: 3
LUMO (alpha / beta), eV: -5.71 / -8.66
Molecular weight, g mol⁻¹: 70.07
HOMO (alpha / beta), eV: -12.0 / -18.9

---

Energetically preferred structure: *b* | next structure: +69.7 kcal/mol

---

*a*
Entry from OMol25: 2 unconnected molecules or ions with the total composition C3H7N (ωB97M-V/def2-TZVPD).

```
11
Properties=species:S:1:pos:R:3:nbo_charge:R:1
C 2.2480 0.0977 -0.5855 -0.24
C 2.1760 -0.0543 0.5911 -0.23
H 2.3543 0.4283 -1.6000 0.24
H 2.1365 -0.1989 1.6372 0.23
C -1.4237 -0.5729 -0.1233 -0.44
N -1.2532 0.8904 0.0734 -0.84
H -0.5293 -1.2270 -0.1398 0.18
H -2.0603 -1.0517 0.6712 0.19
H -2.1122 -0.6364 -0.9632 0.20
H -1.0092 1.2027 1.0156 0.36
H -0.5269 1.1219 -0.5767 0.35
```

Computed properties:
Net charge: 0
Spin multiplicity: 1
LUMO, eV: 1.14
Molecular weight, g mol⁻¹: 57.10
HOMO, eV: -9.2

---

*b*
Entry from OMol25: 2 unconnected molecules or ions with the total composition C3H7N (ωB97M-V/def2-TZVPD).

```
11
Properties=species:S:1:pos:R:3:nbo_charge:R:1
C 1.0929 -0.4011 -1.6198 -0.38
C 0.0517 -0.8561 -2.3205 -0.40
H 0.8297 0.1448 -0.7184 0.21
H 2.1362 -0.3438 -1.8942 0.19
H -0.9046 -0.8671 -1.8149 0.19
H 0.1008 -1.1285 -3.3662 0.19
C -0.7078 1.0436 2.4878 -0.04
N -0.0108 0.2059 1.8321 -0.59
H -1.6060 0.7679 3.0395 0.15
H -0.4109 2.0888 2.5409 0.16
H -0.5710 -0.6543 1.8337 0.33
```

Computed properties:
Net charge: 0
Spin multiplicity: 1
LUMO, eV: 1.09
Molecular weight, g mol⁻¹: 57.10
HOMO, eV: -9.7

---

Energetically preferred structure: *b* | next structure: +17.9 kcal/mol